{"formula": "C25H42O21", "method": "ωB97M-V with the def2-TZVPD basis set", "symbols": ["C", "C", "C", "O", "C", "O", "O", "H", "H", "H", "H", "H", "H", "C", "C", "C", "O", "C", "O", "O", "H", "H", "H", "H", "H", "H", "C", "C", "C", "O", "C", "O", "O", "H", "H", "H", "H", "H", "H", "C", "C", "C", "O", "C", "O", "O", "H", "H", "H", "H", "H", "H", "C", "O", "C", "O", "O", "C", "H", "H", "H", "H", "H", "H", "C", "O", "C", "O", "O", "C", "H", "H", "H", "H", "H", "H", "C", "O", "C", "O", "O", "C", "H", "H", "H", "H", "H", "H"], "positions_angstrom": [[-0.257, 4.502, -1.471], [-0.337, 4.915, -0.009], [-0.400, 6.441, 0.279], [-1.477, 6.596, 1.180], [-2.122, 5.439, 1.348], [-3.047, 5.268, 2.063], [-1.594, 4.492, 0.529], [-0.792, 5.212, -2.106], [-0.657, 3.511, -1.666], [0.783, 4.555, -1.800], [0.496, 4.451, 0.524], [-0.606, 7.058, -0.599], [0.544, 6.779, 0.706], [-1.974, 0.437, -1.254], [-1.540, 1.078, 0.055], [-2.418, 0.872, 1.282], [-1.495, 0.408, 2.250], [-0.302, 0.128, 1.716], [0.635, -0.310, 2.271], [-0.307, 0.415, 0.377], [-1.302, 0.703, -2.074], [-2.967, 0.608, -1.667], [-1.859, -0.649, -1.226], [-1.330, 2.138, -0.059], [-3.207, 0.129, 1.136], [-2.985, 1.763, 1.553], [-5.506, -1.155, -2.145], [-5.580, 0.344, -1.969], [-6.993, 0.904, -2.254], [-7.222, 1.782, -1.171], [-6.241, 1.638, -0.237], [-6.237, 2.281, 0.760], [-5.339, 0.734, -0.639], [-6.128, -1.759, -1.484], [-4.496, -1.450, -1.826], [-5.589, -1.506, -3.172], [-4.870, 0.837, -2.638], [-7.710, 0.085, -2.307], [-6.928, 1.342, -3.251], [-1.122, -4.234, -0.680], [-2.401, -3.775, -1.357], [-2.612, -4.111, -2.823], [-3.717, -5.004, -2.800], [-4.296, -4.959, -1.574], [-5.412, -5.324, -1.390], [-3.531, -4.320, -0.660], [-1.219, -5.225, -0.243], [-0.714, -3.518, 0.032], [-0.334, -4.269, -1.442], [-2.417, -2.685, -1.268], [-1.814, -4.501, -3.455], [-2.908, -3.191, -3.345], [4.210, 0.037, -6.916], [3.758, 0.145, -5.583], [2.465, 0.080, -5.392], [1.609, -0.103, -6.210], [2.238, 0.119, -4.064], [1.001, 0.642, -3.624], [3.881, 0.861, -7.546], [3.959, -0.936, -7.340], [5.299, 0.070, -6.961], [1.038, 0.662, -2.530], [0.127, 0.018, -3.796], [0.955, 1.700, -3.874], [6.181, -2.588, 5.365], [4.858, -2.268, 4.917], [3.854, -3.114, 5.089], [3.852, -4.034, 5.868], [2.874, -2.750, 4.283], [1.602, -3.361, 4.478], [6.691, -2.825, 4.430], [6.163, -3.430, 6.054], [6.592, -1.712, 5.851], [0.968, -2.901, 3.720], [1.169, -3.145, 5.452], [1.634, -4.429, 4.267], [7.027, 0.898, 5.342], [6.546, 0.223, 4.182], [5.529, 0.774, 3.514], [5.075, 1.879, 3.759], [5.115, -0.043, 2.590], [3.812, 0.102, 2.033], [7.131, 1.974, 5.231], [7.967, 0.439, 5.629], [6.277, 0.717, 6.116], [3.043, -0.015, 2.793], [3.733, -0.672, 1.279], [3.623, 1.082, 1.596]], "lowdin_charge": [-0.02, -0.30, -0.08, 0.08, -0.57, 0.18, 0.05, 0.09, 0.07, 0.09, 0.15, 0.13, 0.13, 0.01, -0.28, -0.07, 0.10, -0.56, 0.18, 0.07, 0.06, 0.06, 0.07, 0.12, 0.13, 0.14, -0.01, -0.34, -0.09, 0.08, -0.55, 0.18, 0.08, 0.10, 0.06, 0.10, 0.14, 0.13, 0.13, -0.01, -0.32, -0.09, 0.07, -0.56, 0.17, 0.09, 0.09, 0.08, 0.09, 0.11, 0.14, 0.12, -0.05, 0.03, -0.63, 0.14, 0.00, -0.06, 0.10, 0.10, 0.09, 0.08, 0.09, 0.10, -0.01, -0.01, -0.63, 0.12, 0.01, -0.03, 0.11, 0.09, 0.07, 0.08, 0.10, 0.10, -0.05, -0.03, -0.62, 0.11, 0.02, -0.03, 0.09, 0.09, 0.10, 0.08, 0.10, 0.09], "e_homo_ev": -10.44, "gap_ha": 0.382, "relative_energy_kj_mol": 174.1, "lumo_energy_ha": -0.00171, "smiles": "C[C@H]1COC(=O)O1.C[C@H]1COC(=O)O1.C[C@H]1COC(=O)O1.C[C@H]1COC(=O)O1.COC(=O)OC.COC(=O)OC.COC(=O)OC"}


{"formula": "C25H43BBr18ClN3O4", "method": "ωB97M-V with the def2-TZVPD basis set", "symbols": ["C", "C", "B", "O", "C", "O", "C", "N", "C", "O", "C", "C", "C", "N", "C", "C", "C", "C", "O", "N", "C", "C", "C", "C", "C", "Cl", "C", "C", "H", "H", "H", "H", "H", "H", "H", "H", "H", "H", "H", "H", "H", "H", "H", "H", "H", "H", "H", "H", "H", "H", "H", "H", "H", "H", "H", "H", "H", "H", "H", "H", "H", "H", "H", "H", "H", "C", "Br", "Br", "Br", "H", "C", "Br", "Br", "Br", "H", "C", "Br", "Br", "Br", "H", "C", "Br", "Br", "Br", "H", "C", "Br", "Br", "Br", "H", "C", "Br", "Br", "Br", "H"], "positions_angstrom": [[6.452, 0.045, 2.071], [5.065, 0.521, 2.542], [3.917, 0.499, 1.469], [4.016, -0.273, 0.326], [2.596, 1.330, 1.749], [1.404, 0.758, 1.195], [0.841, 1.452, 0.137], [1.744, 1.432, -1.057], [1.888, 2.397, -1.763], [2.031, 3.316, -2.420], [-0.530, 0.830, -0.207], [-0.590, -0.682, 0.020], [0.350, -1.463, -0.912], [0.271, -2.927, -0.815], [0.849, -3.567, 0.370], [-0.009, -3.738, 1.626], [-0.965, -3.480, -1.280], [-0.882, -4.308, -2.542], [-2.015, -3.308, -0.705], [-1.545, 1.655, 0.505], [-2.588, 0.932, 1.266], [-3.858, 1.747, 1.537], [-2.002, 0.464, 2.619], [-2.640, -0.823, 3.141], [-1.880, 2.779, -0.305], [-3.112, 2.380, -1.619], [-2.276, 4.112, 0.371], [-1.630, 4.357, 1.743], [6.590, 0.160, 0.992], [6.617, -1.011, 2.309], [7.252, 0.607, 2.566], [4.731, -0.097, 3.388], [5.130, 1.545, 2.942], [4.376, 0.164, -0.452], [2.735, 2.355, 1.366], [2.444, 1.431, 2.832], [0.683, 2.498, 0.439], [-0.661, 0.942, -1.296], [-0.415, -0.945, 1.058], [-1.597, -1.017, -0.233], [0.111, -1.186, -1.950], [1.402, -1.188, -0.762], [1.201, -4.564, 0.071], [1.756, -2.993, 0.601], [0.613, -4.177, 2.417], [-0.848, -4.417, 1.442], [-0.408, -2.796, 2.003], [-1.359, -5.276, -2.358], [-1.451, -3.805, -3.332], [0.150, -4.459, -2.862], [-2.929, 0.053, 0.705], [-4.458, 1.918, 0.645], [-4.473, 1.164, 2.234], [-3.639, 2.691, 2.032], [-2.165, 1.280, 3.338], [-0.919, 0.358, 2.533], [-2.044, -1.247, 3.959], [-2.724, -1.574, 2.350], [-3.641, -0.632, 3.549], [-0.996, 2.991, -0.915], [-3.364, 4.183, 0.442], [-1.954, 4.899, -0.320], [-1.290, 5.395, 1.837], [-0.767, 3.710, 1.915], [-2.329, 4.190, 2.569], [4.452, -3.406, -2.071], [3.343, -2.608, -3.425], [3.727, -5.082, -1.485], [6.274, -3.580, -2.656], [4.442, -2.728, -1.232], [-1.179, 6.320, 5.754], [0.396, 7.398, 5.555], [-2.611, 6.952, 4.632], [-0.804, 4.458, 5.442], [-1.511, 6.414, 6.778], [3.092, -3.905, -7.028], [3.684, -2.764, -8.456], [1.206, -4.258, -7.136], [4.102, -5.537, -6.951], [3.272, -3.387, -6.099], [-4.616, 4.031, 5.527], [-5.268, 4.784, 7.170], [-4.255, 2.152, 5.700], [-5.789, 4.413, 4.055], [-3.673, 4.512, 5.312], [1.411, -8.668, -6.832], [1.235, -7.913, -5.075], [1.409, -10.589, -6.782], [0.069, -7.988, -8.027], [2.370, -8.355, -7.219], [-4.143, 4.336, -4.407], [-2.928, 5.009, -5.736], [-5.549, 5.592, -4.033], [-4.842, 2.615, -4.893], [-3.581, 4.198, -3.493]], "lowdin_charge": [-0.11, -0.16, -0.42, 0.12, -0.08, -0.09, -0.30, 0.20, -0.34, 0.21, -0.22, -0.11, -0.15, -0.11, -0.23, -0.07, -0.45, 0.01, 0.10, -0.09, -0.34, -0.06, -0.21, -0.09, -0.62, 0.63, -0.24, -0.11, 0.06, 0.07, 0.07, 0.11, 0.11, 0.11, 0.13, 0.12, 0.15, 0.13, 0.09, 0.11, 0.13, 0.10, 0.07, 0.12, 0.08, 0.07, 0.05, 0.09, 0.09, 0.07, 0.13, 0.05, 0.08, 0.04, 0.09, 0.09, 0.08, 0.07, 0.06, 0.09, 0.09, 0.11, 0.07, 0.06, 0.03, -1.63, 0.61, 0.61, 0.59, -0.05, -1.61, 0.59, 0.62, 0.61, -0.02, -1.65, 0.58, 0.56, 0.57, -0.12, -1.68, 0.58, 0.58, 0.58, -0.15, -1.66, 0.54, 0.58, 0.56, -0.05, -1.68, 0.57, 0.57, 0.56, -0.10], "e_homo_ev": -8.62, "gap_ha": 0.303, "lumo_energy_ha": -0.01359}


{"formula": "C25H43BCl2MgNNa3O7S", "method": "ωB97M-V with the def2-TZVPD basis set", "symbols": ["C", "C", "C", "C", "O", "B", "C", "C", "O", "C", "S", "H", "H", "H", "H", "H", "H", "H", "H", "Na", "Cl", "O", "C", "O", "C", "C", "C", "H", "H", "H", "H", "H", "H", "Na", "Na", "C", "C", "C", "O", "C", "H", "H", "H", "H", "H", "H", "H", "H", "Cl", "C", "C", "C", "C", "C", "C", "N", "O", "C", "C", "C", "H", "H", "H", "H", "H", "H", "H", "H", "H", "H", "H", "H", "H", "H", "H", "H", "H", "H", "Mg", "C", "O", "H", "H", "H"], "positions_angstrom": [[-5.399, 1.807, 0.310], [-4.806, 2.831, 0.372], [-4.122, 4.097, 0.561], [-2.567, 4.086, 0.747], [-2.315, 4.286, 2.122], [-2.177, 3.019, 2.802], [-3.416, 2.705, 3.745], [-4.258, 2.491, 4.565], [-2.021, 2.017, 1.769], [-1.793, 2.751, 0.622], [-1.947, 1.796, -0.849], [-6.146, 1.113, 0.091], [-4.356, 4.654, -0.335], [-4.493, 4.598, 1.437], [-2.209, 4.847, 0.070], [-1.134, 3.150, 3.433], [-4.957, 2.248, 5.310], [-0.763, 3.094, 0.707], [-1.215, 0.715, -0.577], [-2.818, 1.289, -3.152], [-4.333, 0.323, -1.662], [-0.817, 0.145, -4.365], [0.326, -0.079, -4.606], [1.243, -0.279, -3.640], [2.547, -0.422, -4.202], [2.295, -0.851, -5.652], [0.981, -0.147, -5.977], [3.066, 0.535, -4.136], [3.107, -1.161, -3.631], [3.111, -0.583, -6.332], [2.148, -1.944, -5.697], [1.136, 0.865, -6.349], [0.371, -0.714, -6.674], [-2.054, 6.017, 3.515], [4.061, -2.152, -6.376], [-0.163, -4.300, -10.085], [0.522, -5.443, -9.339], [1.925, -4.891, -9.142], [1.794, -3.458, -9.037], [0.463, -3.077, -9.433], [-1.247, -4.311, -10.005], [0.102, -4.336, -11.143], [0.039, -5.597, -8.372], [0.512, -6.387, -9.877], [2.564, -5.110, -10.001], [2.407, -5.280, -8.243], [-0.089, -2.783, -8.532], [0.516, -2.220, -10.104], [-3.661, -2.031, -1.657], [0.257, 0.687, 3.210], [0.152, -0.553, 4.122], [-0.102, -0.131, 5.571], [1.122, 0.440, 6.274], [2.261, -0.564, 6.180], [2.559, -0.980, 4.741], [1.348, -1.398, 3.989], [1.010, -2.652, 4.420], [3.281, 0.190, 4.035], [3.588, -2.098, 4.760], [-1.105, -1.250, 3.623], [-0.434, 1.499, 3.507], [1.241, 1.140, 3.177], [0.007, 0.433, 2.185], [-0.460, -0.989, 6.142], [-0.929, 0.624, 5.618], [1.403, 1.406, 5.839], [0.891, 0.637, 7.323], [3.155, -0.136, 6.640], [2.003, -1.447, 6.772], [3.313, 0.030, 2.957], [4.311, 0.275, 4.385], [2.833, 1.165, 4.233], [3.254, -2.952, 5.342], [4.517, -1.744, 5.211], [3.810, -2.438, 3.748], [-0.974, -1.624, 2.611], [-1.952, -0.541, 3.604], [-1.395, -2.083, 4.256], [-1.673, 1.974, 4.989], [0.533, 3.043, 5.505], [-0.540, 3.834, 5.194], [0.756, 2.206, 4.792], [1.514, 3.563, 5.567], [0.485, 2.514, 6.485]], "lowdin_charge": [0.00, -0.16, -0.12, -0.26, -0.09, -0.87, 0.01, 0.15, -0.02, -0.64, 0.84, 0.01, 0.12, 0.12, 0.15, 0.10, 0.06, 0.12, -0.06, 0.21, -0.05, 0.14, -0.45, 0.07, -0.13, -0.19, -0.02, 0.14, 0.14, 0.09, 0.11, 0.15, 0.13, 0.83, 0.74, -0.16, -0.16, -0.20, -0.18, -0.20, 0.12, 0.12, 0.12, 0.12, 0.12, 0.11, 0.11, 0.12, -0.25, -0.02, -0.50, -0.12, -0.20, -0.13, -0.52, -0.16, -0.26, -0.05, -0.06, -0.03, 0.01, 0.07, 0.10, 0.14, 0.05, 0.04, 0.12, 0.12, 0.12, 0.08, 0.08, 0.06, 0.08, 0.08, 0.09, 0.10, 0.08, 0.08, 0.92, -0.38, -0.37, 0.03, 0.11, 0.07], "s_squared": 0.754, "e_homo_ev": [-5.72, -5.71], "gap_ha": [0.048, 0.048], "total_charge": 1, "lumo_energy_ha": [-0.16195, -0.16191], "multiplicity": 2}


{"formula": "C25H43BF4N6O2PRbS4", "method": "ωB97M-V with the def2-TZVPD basis set", "symbols": ["Rb", "O", "C", "S", "C", "C", "S", "S", "S", "N", "C", "C", "C", "C", "C", "C", "H", "H", "H", "H", "H", "H", "H", "O", "P", "N", "C", "C", "C", "C", "N", "C", "C", "C", "C", "N", "C", "C", "C", "C", "H", "H", "H", "H", "H", "H", "H", "H", "H", "H", "H", "H", "H", "H", "H", "H", "H", "H", "H", "H", "H", "H", "H", "H", "F", "B", "F", "F", "F", "C", "C", "C", "C", "N", "N", "H", "H", "H", "H", "H", "H", "H", "H", "H", "H", "H", "H"], "positions_angstrom": [[0.495, 0.223, -1.321], [-0.983, 7.455, 1.281], [-0.852, 6.367, 0.745], [-1.805, 4.947, 1.130], [-1.056, 3.795, 0.004], [-0.053, 4.284, -0.766], [0.967, 3.511, -1.943], [0.328, 6.004, -0.500], [-1.741, 2.191, 0.046], [-1.060, -0.021, 2.485], [-2.100, -0.266, 3.367], [-3.056, 0.719, 3.650], [-4.061, 0.476, 4.571], [-4.148, -0.743, 5.237], [-3.202, -1.722, 4.960], [-2.192, -1.492, 4.040], [-0.810, -0.854, 1.962], [-1.208, 0.777, 1.857], [-3.006, 1.662, 3.115], [-4.795, 1.251, 4.766], [-4.940, -0.926, 5.953], [-3.254, -2.683, 5.462], [-1.459, -2.261, 3.822], [2.981, 0.070, -0.528], [3.610, 0.391, 0.774], [3.173, -0.761, 1.864], [2.467, -2.004, 1.501], [2.738, -2.902, 2.698], [2.727, -1.911, 3.865], [3.448, -0.685, 3.294], [3.252, 1.886, 1.338], [4.042, 2.686, 2.279], [2.990, 3.349, 3.167], [1.818, 3.555, 2.206], [1.824, 2.280, 1.372], [5.285, 0.397, 0.799], [5.911, -0.928, 0.600], [7.181, -0.631, -0.196], [6.771, 0.575, -1.042], [5.959, 1.401, -0.049], [2.822, -2.412, 0.557], [1.391, -1.835, 1.396], [3.728, -3.360, 2.604], [1.995, -3.694, 2.781], [3.209, -2.290, 4.768], [1.697, -1.644, 4.111], [4.529, -0.727, 3.493], [3.068, 0.246, 3.724], [4.613, 3.454, 1.741], [4.754, 2.071, 2.832], [3.353, 4.274, 3.619], [2.695, 2.666, 3.970], [1.999, 4.413, 1.553], [0.860, 3.710, 2.701], [1.432, 2.472, 0.374], [1.227, 1.494, 1.851], [5.256, -1.593, 0.027], [6.118, -1.409, 1.559], [7.506, -1.489, -0.785], [7.994, -0.350, 0.481], [6.123, 0.252, -1.860], [7.616, 1.123, -1.460], [5.231, 2.052, -0.532], [6.621, 2.026, 0.563], [0.711, -4.437, 0.437], [0.922, -4.149, -0.934], [0.560, -2.788, -1.155], [0.094, -4.973, -1.717], [2.272, -4.338, -1.263], [-4.267, -2.590, 1.085], [-3.033, -3.268, 0.496], [-2.554, -4.386, 1.419], [-3.350, -3.859, -0.883], [-1.923, -2.301, 0.442], [-2.115, -1.147, -0.368], [-5.074, -3.317, 1.206], [-4.629, -1.790, 0.435], [-4.032, -2.158, 2.060], [-3.310, -5.174, 1.482], [-2.373, -3.989, 2.420], [-1.625, -4.821, 1.046], [-4.144, -4.607, -0.800], [-2.460, -4.336, -1.303], [-3.701, -3.096, -1.583], [-1.097, -2.765, 0.084], [-2.570, -0.423, 0.177], [-2.682, -1.336, -1.189]], "lowdin_charge": [0.69, -0.14, -1.09, 0.88, -1.21, -1.24, 0.29, 0.87, 0.35, 0.10, -0.33, -0.03, -0.11, -0.14, -0.13, -0.07, 0.06, -0.04, 0.10, 0.09, 0.08, 0.09, 0.10, -0.43, 0.50, -0.18, -0.18, -0.16, -0.17, -0.19, -0.17, -0.21, -0.17, -0.15, -0.20, -0.18, -0.20, -0.18, -0.18, -0.21, 0.11, 0.11, 0.11, 0.11, 0.10, 0.11, 0.10, 0.10, 0.11, 0.10, 0.10, 0.10, 0.11, 0.11, 0.01, 0.10, 0.11, 0.10, 0.10, 0.11, 0.12, 0.10, 0.12, 0.11, 0.09, -1.25, 0.02, 0.09, 0.10, -0.04, -0.62, -0.04, -0.04, -0.07, -0.03, 0.08, 0.08, 0.07, 0.08, 0.07, 0.08, 0.08, 0.08, 0.07, 0.07, 0.02, 0.07], "e_homo_ev": -0.85, "gap_ha": 0.170, "total_charge": -2, "relative_energy_kj_mol": 11.3, "lumo_energy_ha": 0.13845}